1.
{
  "formula": "C7H10",
  "method": "ωB97M-V with the def2-TZVPD basis set",
  "species": ["H", "C", "H", "C", "H", "C", "H", "C", "H", "H", "H", "C", "H", "C", "H", "C", "H"],
  "coordinates": [[1.10690, -1.15273, -0.41132], [0.29365, 0.67478, 0.03310], [0.23553, -0.83541, 3.11222], [-1.42931, 1.00002, 1.81113], [1.21131, -2.01740, -2.71644], [-0.13439, 0.36351, 1.41391], [-1.43000, 2.06622, 1.59753], [0.56639, -1.21039, -3.03994], [-2.24434, 0.58399, 1.21219], [-0.15046, -1.25471, -3.84821], [-1.66944, 0.74610, 2.84067], [0.51042, -0.13521, -2.24639], [1.55738, -0.73078, 1.77676], [0.64132, -0.36637, 2.22467], [0.08407, 0.79533, -2.59525], [0.86286, -0.18024, -0.82670], [-0.01187, 1.65329, -0.33794]],
  "forces_ev_per_angstrom": [[0.3, -0.1, -0.2], [0.1, 0.6, -0.1], [0.3, 0.4, 0.3], [-0.4, -0.9, -0.2], [-0.5, -0.5, -0.2], [1.2, 0.5, 0.2], [0.1, 0.1, 0.3], [-0.2, 0.7, 0.8], [0.0, 0.0, -0.1], [0.7, -0.2, -0.6], [0.0, 0.4, 0.2], [0.9, 0.1, 0.0], [0.2, -0.1, 0.5], [-0.8, -0.5, -1.0], [-0.5, 0.0, 0.0], [-1.0, -0.4, 0.4], [-0.3, -0.2, -0.1]],
  "mulliken_charge": [0.25, -0.45, 0.28, -1.21, 0.28, 0.76, 0.32, -0.73, 0.30, 0.24, 0.34, -0.17, 0.33, -0.91, 0.29, -0.22, 0.33],
  "charge": 0,
  "smiles": "C=C/C=C/C(=C)C",
  "de_lowest_kcal_mol": 53.2,
  "spin_multiplicity": 1,
  "fmax_ev_per_a": 1.4,
  "homo_lumo_gap_ev": 8.80,
  "homo_ev": -8.2
}

2.
{
  "formula": "C3H10OS2",
  "method": "ωB97M-V with the def2-TZVPD basis set",
  "species": ["H", "H", "H", "C", "H", "O", "S", "H", "C", "S", "H", "H", "C", "H", "H", "H"],
  "coordinates": [[2.36589, 0.82819, -1.75298], [-0.59165, -1.17168, 2.86560], [-0.48061, 0.62909, -1.70098], [2.09950, 0.58597, -0.72894], [1.24474, -1.08700, 0.30252], [-1.37462, -0.59361, 2.90037], [-1.65707, -1.06085, -0.38085], [-1.95061, -0.76804, 2.15818], [1.00171, -0.47825, -0.57019], [-3.27412, 0.26387, 0.00027], [1.10353, -1.23115, -1.35894], [2.98865, 0.14745, -0.25473], [-0.38625, 0.19699, -0.70384], [-2.69786, 1.26182, -0.69740], [-0.35800, 1.02773, -0.00212], [1.96676, 1.44946, -0.07597]],
  "forces_ev_per_angstrom": [[-0.3, 0.3, 0.0], [-0.8, 0.3, -0.4], [-0.1, -0.2, -0.1], [0.9, -1.0, 1.1], [-0.8, 0.5, 0.5], [0.7, 0.1, 0.9], [-0.3, 0.8, -0.2], [0.2, -0.3, -0.4], [0.2, 0.3, -1.3], [0.4, -0.2, -0.2], [0.0, 0.2, -0.3], [0.2, 0.0, -0.5], [1.2, -0.8, 0.8], [-0.3, -0.1, 0.0], [-0.7, -0.1, 0.4], [-0.5, 0.3, -0.4]],
  "mulliken_charge": [0.32, 0.31, 0.43, -1.23, 0.36, -0.60, -0.13, 0.29, -0.56, -0.20, 0.33, 0.33, -0.66, 0.16, 0.50, 0.36],
  "charge": 0,
  "smiles": "CCCSS.O",
  "de_lowest_kcal_mol": 14.3,
  "spin_multiplicity": 1,
  "fmax_ev_per_a": 1.8,
  "homo_lumo_gap_ev": 8.89,
  "homo_ev": -8.6
}

3.
{
  "formula": "C10H19FN3OP",
  "method": "ωB97M-V with the def2-TZVPD basis set",
  "species": ["H", "C", "H", "H", "H", "C", "H", "C", "H", "N", "C", "H", "H", "C", "H", "H", "H", "H", "H", "C", "N", "H", "H", "O", "C", "H", "H", "C", "C", "C", "P", "H", "N", "H", "F"],
  "coordinates": [[4.06716, 3.35117, 1.13067], [-0.12581, 0.55048, 3.63810], [0.75233, -0.06528, 3.77910], [3.92730, 1.60236, 0.92067], [2.33008, -3.07354, -1.33879], [-4.89312, -1.73974, -3.98334], [-1.66295, -0.39001, 1.45007], [4.61906, 2.41450, 1.13011], [-2.81462, 1.24042, -1.83687], [1.76287, -1.74081, 1.44352], [-2.86145, 0.57874, -0.98670], [3.66254, -1.93918, -1.04638], [-0.57537, -0.09080, 0.11827], [-2.22204, 1.27730, 0.20564], [5.06386, 2.26138, 2.11104], [-0.22618, 1.28733, 4.41371], [-3.89852, 0.36398, -0.77486], [1.59984, 0.22550, 1.43731], [-5.76576, -1.83062, -3.34037], [2.32580, -2.16700, 0.54699], [-2.73316, -2.18008, -2.60289], [-2.93742, 1.56806, 0.96742], [3.67462, -3.53837, -0.27785], [1.41323, 1.17832, 1.35677], [3.04269, -2.71383, -0.59998], [-0.98999, -0.10303, 3.63248], [-2.31139, -0.32896, -1.16784], [-3.68093, -1.98767, -3.20735], [5.66737, 2.45411, 0.11230], [-1.17256, 0.38973, 0.87973], [-0.10095, 1.44203, 2.00296], [-4.96682, -2.46423, -4.79117], [6.48736, 2.48362, -0.68068], [-4.86125, -0.73688, -4.40352], [-1.59581, 2.42103, -0.23827]],
  "forces_ev_per_angstrom": [[0.0, 0.0, 0.0], [0.0, -0.3, -1.2], [0.3, -0.1, 0.1], [-0.1, 0.0, 0.0], [0.0, 0.0, 0.0], [0.1, 0.0, 0.1], [-0.2, -0.3, 0.1], [0.1, 0.0, -0.1], [0.0, 0.1, -0.4], [-0.4, 0.3, 0.6], [0.1, 0.3, 0.8], [0.0, 0.0, 0.0], [0.4, -0.1, -0.2], [0.3, -0.9, 0.3], [0.0, 0.0, 0.0], [0.1, 0.2, 0.4], [-0.3, -0.3, -0.1], [0.2, 0.1, -0.1], [0.0, 0.0, 0.0], [0.4, -0.4, -0.7], [0.7, -0.3, 0.4], [-0.3, 0.3, 0.0], [0.0, 0.0, 0.0], [-0.4, -0.5, 0.6], [-0.1, 0.0, 0.1], [-0.2, -0.1, 0.2], [-0.1, -0.3, -0.4], [-0.7, 0.1, -0.5], [-0.6, 0.0, 0.7], [0.1, 0.5, 0.6], [0.0, 0.8, -0.2], [0.0, 0.0, 0.0], [0.6, 0.0, -0.6], [0.0, 0.0, 0.0], [0.3, 0.7, -0.3]],
  "mulliken_charge": [0.26, -0.98, 0.29, 0.05, 0.28, -0.84, 0.40, -0.49, 0.32, -0.48, -1.17, 0.28, 0.44, 0.54, 0.28, 0.34, 0.32, 0.27, 0.27, 0.48, -0.39, 0.28, 0.30, -0.35, -0.88, 0.31, 0.28, 0.38, 0.26, -1.03, 0.09, 0.32, -0.36, 0.27, -0.36],
  "charge": 0,
  "smiles": "C[C@H](F)CP(C)O.CC#N.CC#N.CC#N",
  "de_lowest_kcal_mol": 0.0,
  "spin_multiplicity": 1,
  "fmax_ev_per_a": 1.2,
  "homo_lumo_gap_ev": 8.57,
  "homo_ev": -8.1
}

4.
{
  "formula": "C10H20O3",
  "method": "ωB97M-V with the def2-TZVPD basis set",
  "species": ["O", "C", "H", "H", "H", "C", "H", "C", "C", "H", "C", "O", "C", "H", "C", "H", "H", "H", "H", "C", "C", "H", "H", "H", "H", "H", "C", "H", "H", "H", "H", "O", "H"],
  "coordinates": [[3.91012, -3.11918, -3.40760], [-0.40690, -0.55680, -0.71915], [-2.68834, 3.55289, 4.76023], [0.19950, -2.78526, -2.05287], [-1.34723, -0.38798, -1.25658], [0.73890, -0.73823, -1.72370], [-0.10617, 1.73897, 2.74127], [-0.98714, 2.01107, 2.15470], [-2.15696, 2.27426, 3.09964], [-2.39605, 1.35553, 3.63979], [-1.29587, 0.89776, 1.15785], [-0.62605, -1.73773, 0.01720], [2.82583, -2.86906, -2.65835], [-2.17944, 1.16637, 0.57445], [0.48465, -1.92159, -2.65584], [-1.52492, -0.02463, 1.69486], [-0.74978, 2.92877, 1.61042], [4.61355, -3.51076, -2.86616], [-3.03688, 2.55143, 2.51469], [1.71445, -2.27624, -3.48605], [-1.84294, 3.38207, 4.09771], [0.77268, 0.42746, 0.78849], [2.11151, -1.39700, -3.99835], [-0.34623, -1.68670, -3.32308], [1.46187, -3.01062, -4.25436], [0.05971, 1.52315, -0.40006], [-0.13005, 0.63632, 0.20739], [-0.98006, 3.11555, 4.70441], [-1.62060, 4.31192, 3.57833], [0.86138, 0.17890, -2.30254], [1.66054, -0.91573, -1.16463], [2.79250, -3.10983, -1.48188], [0.21444, -2.00509, 0.40977]],
  "forces_ev_per_angstrom": [[0.4, 0.0, -0.5], [0.5, 0.7, -0.2], [0.0, 0.1, 0.1], [-0.1, 0.0, -0.1], [0.1, 0.0, 0.0], [-0.5, -0.3, 0.1], [0.1, 0.0, 0.0], [-0.5, -0.2, 0.0], [0.3, 0.2, 0.0], [-0.1, -0.1, 0.0], [0.4, 0.2, 0.0], [0.0, -0.4, 0.3], [0.0, 0.0, 0.1], [-0.1, 0.0, 0.0], [0.3, 0.1, 0.1], [-0.1, 0.0, 0.0], [0.1, 0.1, 0.0], [-0.3, 0.1, 0.1], [-0.1, -0.1, 0.0], [-0.3, 0.0, 0.1], [-0.2, -0.2, -0.1], [0.1, 0.0, 0.0], [0.0, 0.0, -0.1], [0.0, 0.0, 0.0], [0.1, 0.0, -0.1], [0.1, 0.1, 0.0], [-0.6, -0.4, -0.1], [0.1, 0.0, 0.1], [0.0, 0.1, 0.0], [0.1, 0.1, 0.0], [0.0, 0.1, 0.0], [-0.1, -0.1, 0.2], [0.0, 0.0, 0.0]],
  "mulliken_charge": [-0.46, -0.11, 0.38, 0.30, 0.35, -0.81, 0.34, -0.60, -0.30, 0.32, -0.65, -0.57, 0.60, 0.29, -0.52, 0.31, 0.33, 0.35, 0.31, -0.74, -1.28, 0.34, 0.33, 0.44, 0.37, 0.36, -0.94, 0.32, 0.32, 0.45, 0.34, -0.56, 0.39],
  "charge": 0,
  "smiles": "CCCCC[C@H](O)CCCC(=O)O",
  "de_lowest_kcal_mol": 0.0,
  "spin_multiplicity": 1,
  "fmax_ev_per_a": 0.9,
  "homo_lumo_gap_ev": 10.64,
  "homo_ev": -9.9
}

| no. | electronic energy (eV) |
| --- | --- |
| 1 | -7418.729 |
| 2 | -26990.668 |
| 3 | -29201.492 |
| 4 | -16837.882 |